DFT (ωB97M-V with the def2-TZVPD basis set) results for an isolated ion of composition C2H7I2N2O and charge +1 in a non-equilibrium geometry.

The largest force on an atom is 3.91 eV/Å. The calculation puts the LUMO energy (spin up / spin down) at -2.918 / -7.462 eV. As for the spin multiplicity: 3. Its orbital gap (spin up / spin down) is 7.6 / 5.7 eV. Its net charge is +1. As for the expectation value of S²: 2.008. As for the HOMO energy (spin up / spin down): -10.54 / -13.20 eV.

Cartesian coordinates (Å):
C  0.985918  1.240437  0.688527
C  0.837846  -0.910967  -0.709445
N  0.263444  0.086040  -0.021593
N  0.056827  -1.842261  -1.262912
O  2.120425  -0.957747  -0.910701
I  -5.048153  0.012061  -0.054639
I  -1.887393  0.157319  0.201898
H  0.882032  2.084294  -0.042063
H  0.443528  1.386244  1.634605
H  2.063290  0.984308  0.868675
H  -4.681108  -1.368438  -0.756472
H  0.345097  -2.646793  -1.918996
H  -0.936898  -1.688632  -1.294967
H  2.698801  -0.340962  -0.544867

Atomic forces in eV per Å
0.036 -1.285 -1.785
-0.620 1.875 0.515
3.024 0.071 0.311
0.986 -2.116 -1.835
-0.913 -3.300 -1.882
-1.397 0.268 -0.035
-2.068 0.306 0.807
0.325 -0.405 1.137
0.425 0.201 -0.452
-1.005 0.427 0.023
0.050 -0.263 -0.128
0.134 2.114 1.694
0.037 0.135 0.323
0.985 1.973 1.308